(1)
Density functional theory data (wB97M-V/def2-TZVPD) for 2 unconnected molecules or ions with the total composition C4H10NO3.

- Net charge: -1
- Max |F|: 1.54 eV/A
- LUMO energy: 4.00 eV
- Orbital gap: 8.1 eV
- HOMO: -4.13 eV

Cartesian coordinates (Å):
O1 0.87 2.34 -0.09
O2 2.72 -1.52 1.62
O3 1.30 0.61 1.28
N1 -0.20 -0.78 -0.88
C1 -1.45 0.00 -1.00
C2 0.96 0.11 -1.01
C3 1.05 1.14 0.15
C4 -2.11 0.28 0.36
H1 -1.41 0.06 1.17
H2 0.96 0.70 -1.91
H3 1.82 -0.53 -0.97
H4 -2.13 -0.65 -1.54
H5 2.17 -1.46 2.39
H6 -2.91 -0.45 0.56
H7 -1.30 0.91 -1.58
H8 -0.16 -1.09 0.08
H9 -2.41 1.32 0.43
H10 2.23 -1.00 0.95

The net atomic charges from Mulliken, expressed in e, are: -0.75 -0.71 -0.70 -0.48 -0.43 -1.10 0.84 -0.99 0.27 0.36 0.44 0.35 0.30 0.34 0.27 0.32 0.29 0.36

(2)
Density functional theory data (wB97M-V/def2-TZVPD) for 2 unconnected molecules or ions with the total composition C4H11N2.

- Net charge: +1
- Max |F|: 1.85 eV/A
- LUMO energy: -7.34 eV
- Orbital gap: 8.1 eV
- HOMO: -15.47 eV

Cartesian coordinates (Å):
N1 -0.33 1.06 2.49
N2 -2.90 1.19 1.37
C1 0.71 1.69 0.40
C2 -0.50 1.37 1.27
C3 -1.81 1.45 0.68
C4 1.87 0.71 0.60
H1 1.63 -0.29 0.24
H2 -1.91 1.69 -0.38
H3 2.64 -9.27 -7.03
H4 2.03 0.63 1.67
H5 0.41 1.76 -0.65
H6 2.76 1.03 0.08
H7 -3.01 0.22 1.70
H8 2.38 -8.58 -7.18
H9 1.02 2.69 0.71
H10 -3.75 1.62 1.02
H11 -1.21 1.04 3.01

The net atomic charges from Mulliken, expressed in e, are: -0.44 -0.37 -0.41 0.36 0.09 -1.18 0.32 0.38 0.00 0.35 0.34 0.35 0.33 0.00 0.30 0.31 0.28

(3)
Density functional theory data (wB97M-V/def2-TZVPD) for a molecular structure, ClH5N2Si2.

- Max |F|: 3.51 eV/A
- LUMO energy: -0.64 eV
- Orbital gap: 8.6 eV
- HOMO: -9.24 eV

Cartesian coordinates (Å):
Cl1 -1.48 1.33 2.41
Si1 -0.94 -0.96 0.16
Si2 0.91 1.09 0.52
N1 0.25 -0.71 -0.98
N2 -0.59 0.56 1.12
H1 -2.34 -0.74 0.50
H2 1.08 2.49 0.10
H3 0.02 -0.18 -1.78
H4 2.20 0.76 1.08
H5 -0.35 -1.89 1.10

The net atomic charges from Mulliken, expressed in e, are: -0.11 0.41 0.44 -0.64 0.03 -0.14 -0.07 0.26 -0.06 -0.11

(4)
Density functional theory data (wB97M-V/def2-TZVPD) for 2 unconnected molecules or ions with the total composition C4H9NS2.

- Max |F|: 4.43 eV/A
- LUMO energy: 0.11 eV
- Orbital gap: 8.5 eV
- HOMO: -8.37 eV

Cartesian coordinates (Å):
S1 4.04 -1.08 -0.15
S2 2.63 1.53 -0.15
N1 0.28 0.35 1.44
C1 -0.57 -0.01 0.56
C2 -0.99 1.14 -0.40
C3 -1.03 -1.36 0.11
C4 3.39 0.24 0.67
H1 -2.01 1.11 -0.24
H2 1.71 1.64 0.79
H3 -0.25 -2.09 -0.19
H4 4.13 -0.84 -1.55
H5 -0.79 0.77 -1.33
H6 -0.65 2.13 -0.05
H7 0.54 -0.52 1.88
H8 -1.73 -1.33 -0.66
H9 -1.50 -1.72 0.94

The net atomic charges from Mulliken, expressed in e, are: -0.11 -0.14 -0.66 0.98 -1.45 -1.36 -0.08 0.47 0.22 0.31 0.11 0.40 0.32 0.19 0.39 0.41

(5)
Density functional theory data (wB97M-V/def2-TZVPD) for a molecular structure, C12H11Cl3LuO2.

- Net charge: -1
- Max |F|: 2.19 eV/A
- LUMO energy: 2.40 eV
- Orbital gap: 5.3 eV
- HOMO: -2.95 eV

Cartesian coordinates (Å):
Lu1 0.06 0.27 -0.46
Cl1 -3.61 0.14 1.69
Cl2 2.21 1.13 0.48
Cl3 -2.04 2.55 2.17
O1 -3.56 2.52 -1.02
O2 -1.77 1.19 -0.53
C1 0.59 0.76 -5.23
C2 0.09 2.72 -4.12
C3 -1.14 2.07 -4.44
C4 0.85 -1.84 0.64
C5 -0.33 -1.90 -1.34
C6 -3.36 1.83 1.20
C7 0.98 -1.93 -0.78
C8 -1.26 -1.78 -0.26
C9 -0.83 0.86 -5.13
C10 -2.87 1.85 -0.27
C11 -0.52 -1.70 0.96
C12 1.16 1.91 -4.60
H1 -0.94 -1.63 1.96
H2 -2.36 -1.82 -0.30
H3 0.19 3.69 -3.64
H4 1.66 -1.87 1.35
H5 1.14 -0.03 -5.73
H6 -0.57 -1.93 -2.41
H7 -1.55 0.17 -5.56
H8 -4.29 2.42 1.28
H9 2.22 2.15 -4.55
H10 -2.14 2.46 -4.23
H11 1.94 -1.96 -1.32

The net atomic charges from Mulliken, expressed in e, are: 1.43 -0.16 -0.62 -0.18 -0.56 -0.50 -0.52 -0.64 -0.47 -0.40 -0.70 0.07 -0.53 -0.20 -0.58 0.30 -0.55 -0.60 0.42 0.42 0.41 0.39 0.40 0.45 0.39 0.35 0.38 0.40 0.41

(6)
Density functional theory data (wB97M-V/def2-TZVPD) for a molecular structure, CH3BrI2Si.

- Max |F|: 5.17 eV/A
- LUMO energy (alpha / beta): -2.16 / -2.88 eV
- Orbital gap (alpha / beta): 7.0 / 5.4 eV
- HOMO (alpha / beta): -9.14 / -8.26 eV

Cartesian coordinates (Å):
I1 1.81 -0.65 -2.27
I2 1.98 2.74 1.86
Br1 -2.03 -1.48 -0.32
Si1 0.25 0.41 -0.74
C1 -0.45 -0.56 0.75
H1 0.14 -1.39 1.01
H2 -0.97 0.01 1.39
H3 -0.72 0.92 -1.68

The net atomic charges from Mulliken, expressed in e, are: 0.03 -0.28 -0.13 0.28 -0.67 0.36 0.44 -0.02

(7)
Density functional theory data (wB97M-V/def2-TZVPD) for a molecular structure, C15H24N3O4OsPS6.

- Expectation value of S²: 6.025
- Max |F|: 0.59 eV/A
- LUMO energy (alpha / beta): -0.63 / -3.39 eV
- Orbital gap (alpha / beta): 6.8 / 4.6 eV
- Spin multiplicity: 5
- HOMO (alpha / beta): -7.39 / -8.01 eV

Cartesian coordinates (Å):
Os1 -0.09 0.45 0.06
S1 -1.77 1.19 1.72
S2 0.57 2.61 -0.52
S3 1.59 -0.40 3.20
S4 -2.47 0.22 -1.30
S5 1.73 2.88 -3.26
S6 0.91 0.27 -2.08
P1 -3.24 0.50 0.50
O1 -3.85 -0.87 0.98
O2 -0.38 -1.56 0.51
O3 -4.51 1.44 0.56
O4 1.08 0.63 2.21
N1 -0.46 -3.71 1.08
N2 3.17 -0.72 0.12
N3 2.70 -4.98 1.44
C1 -3.60 3.45 -0.61
C2 0.29 -2.62 0.75
C3 2.51 -1.62 0.40
C4 1.11 1.95 -2.01
C5 -0.43 -0.43 4.99
C6 -4.59 2.89 0.39
C7 -4.49 3.54 1.76
C8 -4.75 -1.13 2.10
C9 0.12 -1.27 3.84
C10 -6.19 -0.94 1.65
C11 1.69 -2.72 0.75
C12 1.79 0.55 4.75
C13 2.29 -3.96 1.11
C14 0.80 0.01 5.78
C15 -4.41 -0.33 3.33
H1 -3.48 3.42 2.17
H2 -5.21 3.10 2.45
H3 -0.95 0.44 4.59
H4 -4.71 4.61 1.68
H5 -3.79 4.52 -0.72
H6 -5.06 -0.64 4.15
H7 2.83 0.52 5.05
H8 0.46 -2.25 4.17
H9 -3.71 2.97 -1.58
H10 -5.60 3.03 0.01
H11 -0.03 -4.62 1.11
H12 -1.44 -3.64 0.88
H13 -6.38 -1.48 0.72
H14 -3.37 -0.49 3.63
H15 0.58 0.76 6.53
H16 -6.41 0.12 1.48
H17 -4.58 -2.19 2.30
H18 -1.13 -1.00 5.60
H19 -0.55 -1.38 2.99
H20 -2.58 3.32 -0.27
H21 -6.86 -1.32 2.42
H22 1.24 -0.86 6.29
H23 1.53 1.57 4.43
H24 -4.55 0.74 3.17

The net atomic charges from Mulliken, expressed in e, are: 1.92 -0.54 -0.31 0.40 -0.46 0.05 -0.33 0.79 -0.50 -0.91 -0.25 -0.81 -0.42 -0.53 -0.56 -1.32 0.84 -0.31 0.38 -0.46 0.51 -1.20 0.57 -0.13 -1.35 0.69 -0.66 -0.35 -0.81 -0.90 0.19 0.29 0.09 0.48 0.48 0.50 0.41 0.58 0.34 0.23 0.20 0.25 0.33 0.00 0.37 0.19 0.35 0.43 -0.16 0.20 0.46 0.32 0.29 0.13